Entry 1:
ORCA calculation (wB97M-V/def2-TZVPD) on the ion C17H36NO2 with charge +1 at a distorted geometry.

Structure (XYZ):
```
56
Properties=species:S:1:pos:R:3:nbo_charge:R:1
C 3.499 4.565 0.626 -0.60
C 3.372 3.146 1.166 -0.40
C 2.045 2.511 0.757 -0.40
C 1.800 1.142 1.396 -0.39
C 2.820 0.061 1.026 -0.40
C 2.892 -0.279 -0.465 -0.39
C 1.613 -0.922 -0.995 -0.40
C 1.714 -1.286 -2.476 -0.39
C 0.453 -1.984 -2.992 -0.39
C -0.737 -1.030 -3.118 -0.40
C -2.079 -1.764 -3.124 -0.43
C -3.234 -0.838 -2.753 -0.07
H -3.337 -0.018 -3.464 0.21
H -4.171 -1.397 -2.680 0.21
O -2.985 -0.176 -1.492 -0.49
C -3.005 -0.889 -0.397 0.80
O -3.291 -2.050 -0.283 -0.60
C -2.595 0.017 0.789 -0.33
N -2.320 -0.693 2.060 -0.20
C -3.547 -1.349 2.557 -0.43
H -3.901 -2.072 1.824 0.27
H -4.325 -0.609 2.734 0.23
H -3.337 -1.867 3.490 0.23
C -1.860 0.292 3.058 -0.41
H -1.680 -0.203 4.011 0.24
H -2.613 1.064 3.206 0.23
H -0.933 0.762 2.731 0.24
C -1.264 -1.707 1.863 -0.44
H -0.362 -1.241 1.468 0.24
H -1.027 -2.181 2.813 0.23
H -1.608 -2.469 1.166 0.26
H -3.401 0.740 0.940 0.26
H -1.704 0.572 0.481 0.26
H -2.051 -2.590 -2.410 0.22
H -2.285 -2.187 -4.107 0.23
H -0.727 -0.335 -2.277 0.19
H -0.637 -0.434 -4.026 0.21
H 0.200 -2.796 -2.305 0.19
H 0.658 -2.434 -3.963 0.22
H 1.899 -0.385 -3.063 0.20
H 2.567 -1.952 -2.614 0.21
H 0.780 -0.229 -0.854 0.17
H 1.402 -1.830 -0.421 0.19
H 3.112 0.620 -1.040 0.20
H 3.721 -0.973 -0.617 0.21
H 2.578 -0.850 1.583 0.19
H 3.805 0.385 1.358 0.22
H 1.809 1.258 2.484 0.20
H 0.797 0.806 1.106 0.16
H 2.006 2.425 -0.330 0.20
H 1.233 3.180 1.059 0.20
H 4.201 2.547 0.787 0.20
H 3.443 3.164 2.256 0.20
H 2.703 5.197 1.012 0.20
H 4.452 4.998 0.919 0.22
H 3.443 4.567 -0.460 0.20
```

Values from the calculation:
net charge = +1
frontier orbital gap = 10.81 eV
strongest force on any atom = 0.02255 Eh/bohr
E_HOMO = -13.3 eV

Entry 2:
ORCA calculation (wB97M-V/def2-TZVPD) on a structure of composition C18H20MgN9OS2.

Structure (XYZ):
```
51
Properties=species:S:1:pos:R:3:nbo_charge:R:1
Mg 0.113 0.116 0.040 1.74
O 1.119 -3.568 0.315 -0.65
C 1.085 -2.421 -0.117 0.59
N 0.039 -1.744 -0.636 -0.88
C -1.249 -2.430 -0.585 -0.30
C -2.278 -1.598 0.159 0.26
C -3.576 -2.059 0.355 -0.24
C -4.479 -1.265 1.028 -0.13
C -4.077 -0.017 1.496 -0.26
C -2.780 0.373 1.266 0.06
N -1.891 -0.397 0.610 -0.61
C 2.364 -1.582 -0.052 0.13
C 3.587 -2.192 0.162 -0.21
C 4.714 -1.396 0.261 -0.14
C 4.583 -0.017 0.162 -0.25
C 3.326 0.515 -0.039 0.05
N 2.231 -0.247 -0.154 -0.58
H -1.156 -3.407 -0.111 0.24
H -1.635 -2.589 -1.595 0.23
H -3.856 -3.036 -0.018 0.23
H -5.492 -1.611 1.195 0.23
H -4.758 0.634 2.026 0.23
H -2.416 1.333 1.615 0.20
H 3.617 -3.269 0.250 0.26
H 5.688 -1.841 0.418 0.23
H 5.440 0.638 0.243 0.24
H 3.178 1.586 -0.114 0.21
N 1.550 -0.496 3.328 -0.78
C 1.300 0.771 2.933 0.28
N 0.596 1.070 1.869 -0.67
C 0.552 2.456 1.672 0.10
C 1.219 3.184 2.585 -0.42
S 1.930 2.145 3.766 0.43
C -0.193 2.942 0.494 0.10
C -0.728 4.160 0.320 -0.42
S -1.521 4.246 -1.212 0.42
C -1.091 2.599 -1.532 0.29
N -0.403 2.033 -0.557 -0.70
N -1.427 1.976 -2.666 -0.80
H 1.049 -1.257 2.900 0.42
H 2.004 -0.679 4.205 0.42
H 1.349 4.254 2.635 0.26
H -0.726 5.000 0.997 0.26
H -1.901 2.491 -3.386 0.41
H -1.040 1.053 -2.899 0.44
N -1.353 -1.382 -3.992 -0.67
N -0.273 -0.555 -3.539 -0.71
H -1.005 -2.204 -4.473 0.35
H -1.913 -0.855 -4.646 0.35
H 0.141 -1.011 -2.731 0.39
H 0.444 -0.450 -4.250 0.35
```

Values from the calculation:
net charge = +1
frontier orbital gap = 8.81 eV
strongest force on any atom = 0.01367 Eh/bohr
E_HOMO = -11.0 eV

Entry 3:
ORCA calculation (wB97M-V/def2-TZVPD) on an isolated molecule of C3H3NO3S at a distorted geometry.

Structure (XYZ):
```
11
Properties=species:S:1:pos:R:3:nbo_charge:R:1
C -0.186 0.222 0.137 -0.04
C -1.480 -0.499 0.290 0.38
C -0.328 1.702 0.134 0.74
H 0.404 -2.702 -0.113 0.12
H -2.268 0.136 0.748 0.15
H 0.552 3.158 0.129 0.49
N 0.942 -0.346 -0.231 -0.48
O -1.586 -1.672 0.036 -0.52
O 0.837 2.263 0.157 -0.62
O -1.372 2.327 0.073 -0.60
S 1.478 -1.879 -0.290 0.38
```

Values from the calculation:
frontier orbital gap = 8.58 eV
strongest force on any atom = 0.04777 Eh/bohr
E_HOMO = -9.8 eV

Entry 4:
ORCA calculation (wB97M-V/def2-TZVPD) on a structure of composition C21H34N7O5P2V.

Structure (XYZ):
```
70
Properties=species:S:1:pos:R:3:mulliken_spin:R:1
V 0.527 -0.712 -1.222 1.09
O 0.486 -2.842 2.411 0.00
C 1.808 -3.126 2.474 0.00
C 2.248 -3.767 3.623 0.00
C 3.583 -4.076 3.783 0.00
C 4.528 -3.748 2.802 0.00
C 4.114 -3.112 1.666 0.00
C 2.748 -2.784 1.470 0.00
C 2.416 -2.117 0.255 0.00
O 1.074 -1.842 0.002 -0.03
N 3.230 -1.723 -0.676 -0.01
N 2.516 -1.103 -1.642 -0.04
C 3.038 -0.752 -2.759 0.00
C 2.073 -0.230 -3.709 0.01
C 2.381 0.148 -4.997 0.00
C 1.349 0.548 -5.843 0.01
C 0.050 0.545 -5.366 0.00
C -0.191 0.163 -4.056 0.01
N 0.797 -0.210 -3.231 -0.04
H 0.261 -2.480 1.547 0.00
H 1.517 -4.025 4.377 0.00
H 3.900 -4.586 4.684 0.00
H 5.569 -3.999 2.941 0.00
H 4.822 -2.853 0.891 0.00
H 4.091 -0.894 -2.977 0.00
H 3.406 0.112 -5.341 0.00
H 1.564 0.843 -6.862 0.00
H -0.782 0.828 -5.996 0.00
H -1.193 0.142 -3.652 0.00
C -0.417 1.984 3.231 0.00
N 0.457 1.774 2.062 0.00
C 1.896 1.993 2.327 0.00
P -0.038 1.822 0.543 0.00
O 0.800 0.892 -0.394 0.00
O -1.521 1.192 0.537 0.00
P -2.255 -0.058 -0.170 0.00
O -1.345 -0.379 -1.388 0.00
N -2.233 -1.254 0.914 0.00
C -2.286 -1.040 2.375 0.00
C -2.770 -2.561 0.468 0.00
N -3.700 0.340 -0.717 0.00
C -4.921 0.160 0.094 0.00
C -3.884 1.219 -1.883 0.00
N -0.006 3.281 -0.114 0.00
C -0.199 3.494 -1.555 0.00
C -0.137 4.506 0.701 0.00
H -0.221 2.962 3.671 0.00
H -0.206 1.218 3.976 0.00
H -1.466 1.939 2.947 0.00
H 2.083 3.025 2.623 0.00
H 2.487 1.761 1.442 0.00
H 2.200 1.329 3.135 0.00
H -3.295 -0.815 2.720 0.00
H -1.608 -0.243 2.664 0.00
H -1.946 -1.957 2.853 0.00
H -3.810 -2.686 0.771 0.00
H -2.178 -3.353 0.925 0.00
H -2.710 -2.651 -0.616 0.00
H -4.755 -0.564 0.888 0.00
H -5.710 -0.213 -0.555 0.00
H -5.234 1.109 0.530 0.00
H -2.953 1.321 -2.436 0.00
H -4.223 2.205 -1.564 0.00
H -4.636 0.781 -2.537 0.00
H 0.017 2.580 -2.106 0.00
H 0.492 4.268 -1.888 0.00
H -1.219 3.820 -1.765 0.00
H 0.099 4.300 1.741 0.00
H -1.148 4.907 0.633 0.00
H 0.568 5.244 0.324 0.00
```

Values from the calculation:
net charge = +3
frontier orbital gap (spin up / spin down) = 4.81 / 5.44 eV
expectation value of S² = 0.7623
strongest force on any atom = 0.01307 Eh/bohr
2S+1 = 2
E_HOMO (spin up / spin down) = -16.1 / -16.1 eV

Calculated total energy, record by record: -23792.6300, -61564.0929, -21625.9735, -87242.8471 eV
Energy above the lowest of the compared OMol25 structures with the same formula, charge and spin, record by record: 22.8, 12.0, 44.2, 10.4 kcal/mol